Here is 6 unconnected molecules or ions with the total composition C30H71B3BrNO11S at a distorted geometry from the Open Molecules 2025 dataset. Energies are from ωB97M-V/def2-TZVPD.

As for the HOMO-LUMO gap: 0.304 Eh. The SMILES is CC[C@H](Br)B1OB(CCCCS(=O)(=O)O)OB(N=C(C)C)O1.CCOCC.CCOCC.CCOCC.CCOCC.CCOCC. The value obtained for the total energy is -5114.67730 a.u. The value obtained for the LUMO energy is -0.28 eV.

Structure (ORCA input):
```
! RIJCOSX wB97M-V def2-TZVPD def2/J DEFGRID3
* xyz 0 1
O -0.746 -5.512 1.929
B -1.252 0.865 0.427
H -1.431 7.763 6.119
H 1.346 -4.715 -3.862
H -1.697 6.442 2.236
H 0.174 8.278 7.982
B -2.100 -0.522 2.130
H 4.437 -5.337 -4.395
C 0.513 8.275 6.940
H -1.233 9.965 5.684
H 0.553 -2.829 3.680
O 0.786 -4.700 -4.716
C 2.550 0.353 3.973
H -5.632 -2.440 0.560
H -4.737 -0.838 0.080
H 2.365 -3.305 3.473
C -0.477 -0.611 -3.441
H -0.326 3.989 1.918
H -0.405 -3.646 1.211
H 0.312 -1.515 -7.649
H 1.576 -1.453 -4.279
C -1.178 10.613 7.753
H -4.071 5.702 1.870
C 0.593 -1.852 -3.773
H -0.450 10.993 8.477
H -3.743 -2.488 0.505
H 5.030 -6.055 -2.892
H -2.135 7.035 3.829
H 5.212 -3.318 0.179
H -1.076 -7.393 2.613
H -0.082 7.468 5.022
C 2.098 -1.556 -8.821
C 1.070 1.198 -9.406
H 6.096 -4.302 -0.986
C -1.157 -4.833 -0.401
H -4.034 7.406 2.342
C -0.694 -6.918 1.703
H 4.417 -6.152 -0.725
H 3.034 -3.753 -3.177
H -5.315 -2.229 2.914
H 3.334 -6.251 -3.338
H 0.365 0.057 -11.113
H -1.462 2.848 1.157
H 2.133 1.032 -9.617
C -4.735 -1.353 2.354
C -0.366 -0.347 -1.827
H -1.582 9.679 8.156
C -3.279 -1.210 3.105
O 0.641 0.365 -8.333
H -0.368 6.377 6.401
C 4.176 -5.551 -3.354
C 0.711 -7.433 1.441
H -1.376 -7.201 0.895
H -5.361 -0.375 2.543
H 0.917 -2.317 -2.722
H -0.230 11.371 5.995
O 0.660 9.610 6.462
H 0.514 1.795 -11.407
H -4.477 6.153 3.526
H -2.465 0.542 -1.486
O -0.347 -2.741 -6.215
H 2.488 -1.188 -9.775
O 0.032 1.066 1.173
H 0.011 -1.323 -9.367
H 1.516 7.834 6.939
O 3.311 -4.492 -1.309
C -0.393 7.420 6.070
H -2.002 11.327 7.672
S -0.192 -3.266 -4.734
C -0.526 10.397 6.399
H 4.678 -3.586 -2.585
H 0.746 -4.846 0.645
O -2.053 5.012 3.702
O -0.787 -1.195 2.148
H 1.674 0.947 4.498
C 1.973 -0.983 3.207
H 0.751 -0.132 -1.467
H 1.100 -7.066 0.487
C -1.337 0.841 -1.248
H -0.834 1.156 -10.433
H -1.983 2.992 3.538
H 6.021 -4.815 0.705
C -2.246 3.847 2.905
O -1.641 -3.595 -4.211
H 3.623 -5.241 0.550
H 2.956 1.086 3.124
H -3.306 3.731 2.650
H 2.104 -2.649 -8.856
H 0.982 2.231 -9.051
H -1.670 4.592 0.949
B 0.311 -0.302 1.729
C 1.659 -2.439 3.891
C 3.823 -4.269 -2.620
H 0.717 -8.527 1.406
H 2.785 -1.223 -8.037
H -2.921 -2.323 3.337
H 3.459 0.154 4.683
C 4.184 -5.136 -0.386
C -4.650 -1.797 0.776
H -0.873 -4.082 -1.145
C 0.693 -1.041 -8.559
H -0.144 0.288 -4.111
C 5.451 -4.347 -0.104
H 1.770 -2.389 5.055
C -0.317 -4.679 0.856
C -3.819 6.389 2.683
O -2.457 0.662 1.300
Br -3.357 -0.276 4.885
H -2.221 -4.722 -0.171
C -1.375 3.815 1.661
C 0.230 1.045 -10.663
H -1.535 -1.025 -3.724
H -1.094 1.886 -1.728
H -0.673 -1.368 -1.291
C -2.361 6.261 3.088
N 1.748 -0.862 1.842
H 1.398 -7.101 2.225
H -1.022 -5.820 -0.851
*
```

Atom charges from the Löwdin analysis, given in e for atoms 1 to 5: -0.167, -0.394, 0.065, 0.080, 0.109